This record from the OMol25 dataset describes a 4-piece molecular cluster, H8O4 overall. The level of theory is ωB97M-V with the def2-TZVPD basis set.

Geometry as XYZ:
```
12
Properties=species:S:1:pos:R:3
O -2.902 -0.275 2.244
H -2.231 -0.624 1.644
H -2.418 0.226 2.906
O -1.371 -1.139 -0.140
H -1.728 -2.030 -0.216
H -1.688 -0.666 -0.917
O 1.234 0.179 0.070
H 1.657 -0.362 -0.605
H 0.412 -0.301 0.244
O 3.287 1.904 -1.611
H 3.045 1.748 -2.527
H 2.703 1.339 -1.092
```

Output
2S+1: 1
structure (SMILES): O.O.O.O
max |F|: 0.006 hartree/bohr
total energy: -305.7489 a.u.
frontier orbital gap: 11.431 eV
total charge: 0
ΔE to the lowest compared entry with this formula, charge and spin: 79.5 kJ/mol